Entry 1:
The following is a DFT calculation (ωB97M-V with the def2-TZVPD basis set) of C24H24AuNPSe2 as an isolated structure.

Computed properties:
- Charge: -1
- Calculated total energy: -170442.4920 eV
- Energy relative to the best compared isomer or geometry (same formula, charge and spin): 0.00 kcal per mole

Last column: Mulliken charge in e.
Element x y z (Å)
Au 1.0320 -1.0879 1.5149  0.36
Se -0.3826 -1.9906 -0.5302  -0.49
P -1.3636 -0.1176 -1.1071  0.92
Se -0.8332 1.6734 -0.1003  -0.46
C -1.0831 0.1140 -2.8971  0.10
C -2.0906 0.4694 -3.7849  -0.29
C -1.7954 0.7099 -5.1226  -0.66
C -0.4899 0.6094 -5.5764  -0.37
C 0.5258 0.2789 -4.6852  -0.63
C 0.2322 0.0340 -3.3551  -0.23
C -3.1519 -0.4879 -0.9887  0.21
C -3.7346 -1.4596 -1.7976  -0.26
C -5.0690 -1.8001 -1.6365  -0.66
C -5.8298 -1.1837 -0.6509  -0.40
C -5.2490 -0.2255 0.1682  -0.54
C -3.9161 0.1242 -0.0014  -0.47
H -3.1079 0.5800 -3.4359  0.39
H -2.5905 0.9823 -5.8069  0.37
H -0.2606 0.7960 -6.6189  0.36
H 1.5515 0.2154 -5.0276  0.41
H 1.0229 -0.2126 -2.6585  0.20
H -3.1368 -1.9716 -2.5397  0.41
H -5.5128 -2.5552 -2.2741  0.37
H -6.8715 -1.4525 -0.5221  0.36
H -5.8353 0.2546 0.9433  0.37
H -3.4561 0.8847 0.6191  0.18
C 1.3972 1.5601 3.6332  -1.55
C 0.6185 0.3660 4.2035  2.30
C 0.9701 0.1946 5.6855  -1.99
C -0.8862 0.6461 4.0631  -1.28
C 0.9333 -0.8921 3.4115  -1.45
H 1.0859 2.4792 4.1405  0.46
H 1.2103 1.6717 2.5631  0.24
H 2.4733 1.4345 3.7836  0.32
H 0.7229 1.0948 6.2569  0.41
H 2.0385 -0.0020 5.8102  0.43
H 0.4177 -0.6431 6.1212  0.44
H -1.1463 1.5648 4.6007  0.40
H -1.4783 -0.1762 4.4740  0.38
H -1.1482 0.7574 3.0098  0.13
H 1.4194 -1.6350 4.0592  0.26
N 7.2595 0.6592 -2.3545  -0.57
C 6.2943 0.3936 -1.7846  0.03
C 5.0887 0.0604 -1.0725  0.54
C 4.8432 0.6053 0.1859  -0.89
C 3.6801 0.2731 0.8629  -0.05
C 2.7167 -0.5960 0.3260  0.12
C 3.0000 -1.1273 -0.9384  0.06
C 4.1590 -0.8131 -1.6320  -0.71
H 5.5642 1.2836 0.6264  0.41
H 3.5159 0.7172 1.8379  0.20
H 2.2967 -1.8158 -1.3918  0.39
H 4.3497 -1.2424 -2.6090  0.42

Entry 2:
The following is a DFT calculation (ωB97M-V with the def2-TZVPD basis set) of C24H24BCoF2N6S3 as an isolated structure.

Computed properties:
- <S²>: 0.848
- Spin multiplicity: 2
- Charge: +1
- Calculated total energy: -110459.8065 eV
- Energy relative to the best compared isomer or geometry (same formula, charge and spin): 7.07 kcal per mole

Last column: Mulliken spin population.
Element x y z (Å)
Co 0.3424 0.3829 -1.0549  1.02
C 1.1073 4.3828 0.8850  0.00
C 0.7136 3.4802 -0.1005  0.00
N 0.2670 2.2761 0.2265  0.02
C 0.2130 1.9578 1.5332  0.00
C 0.6274 2.8639 2.4949  0.00
N 1.0763 4.0722 2.1720  0.00
C -0.4257 0.6417 1.8112  0.01
C -1.0060 0.2353 3.0007  0.00
C -1.8646 -0.8677 2.9877  0.00
C -2.2101 -1.4267 1.7551  0.01
C -1.5817 -0.9553 0.6152  0.00
N -0.6122 -0.0517 0.6955  0.03
C -2.0260 -1.1314 -0.7881  0.01
C -3.0235 -1.9900 -1.2067  0.00
N -3.4989 -1.9718 -2.4495  0.00
C -2.9860 -1.0777 -3.2762  0.00
C -1.9589 -0.2138 -2.8942  0.00
N -1.4754 -0.2498 -1.6595  -0.02
C -2.4771 -1.3552 4.2440  0.00
C -3.8105 -1.7435 4.2980  0.00
C -4.3248 -2.1895 5.5063  0.00
N -3.6072 -2.2760 6.6217  0.00
C -2.3322 -1.9062 6.5642  0.00
C -1.7242 -1.4363 5.4095  0.00
H 1.4598 5.3710 0.6184  0.00
H 0.7807 3.7218 -1.1524  0.00
H 0.6054 2.6143 3.5490  0.00
H -0.8677 0.7980 3.9136  0.00
H -2.9762 -2.1877 1.7010  0.00
H -3.4555 -2.7144 -0.5272  0.00
H -3.3739 -1.0410 -4.2858  0.00
H -1.5048 0.4616 -3.6071  0.00
H -4.4541 -1.6748 3.4306  0.00
H -5.3640 -2.4875 5.5802  0.00
H -1.7659 -1.9903 7.4843  0.00
H -0.6763 -1.1651 5.4196  0.00
C 3.7358 1.3021 -2.5850  0.00
C 3.8519 1.0969 -1.0832  0.00
S 2.4559 0.4018 -0.1364  -0.04
C 2.7758 -1.3780 -0.1818  0.00
C 2.6396 -1.9367 -1.5781  0.01
S 1.0397 -1.4455 -2.2951  -0.04
C 1.4866 -0.9890 -3.9967  0.01
C 1.1139 1.7718 -3.5069  0.06
S 2.6346 2.6395 -3.0851  0.00
H 3.4604 0.4032 -3.1276  0.00
H 4.7318 1.5831 -2.9338  0.00
H 4.0417 2.0544 -0.5990  0.00
H 4.6901 0.4393 -0.8352  0.00
H 2.0360 -1.8078 0.4961  0.00
H 3.7644 -1.5630 0.2392  0.00
H 2.6927 -3.0251 -1.5733  0.00
H 3.4303 -1.5601 -2.2237  0.00
H 0.9859 -1.7182 -4.6349  0.00
H 2.5565 -1.1796 -4.0739  0.00
H 0.6060 1.4470 -2.5770  -0.05
H 0.4601 2.5489 -3.9112  0.00
F -0.1954 0.4679 -5.1172  0.00
B 1.1354 0.5310 -4.5889  -0.01
F 2.0609 0.7598 -5.6068  0.00

Entry 3:
The following is a DFT calculation (ωB97M-V with the def2-TZVPD basis set) of C24H24BN12O3PtS as an isolated structure.

Computed properties:
- <S²>: 8.801
- Spin multiplicity: 6
- Charge: +2
- Calculated total energy: -64041.7033 eV
- Energy relative to the best compared isomer or geometry (same formula, charge and spin): 8.30 kcal per mole

Last column: Mulliken spin population.
Element x y z (Å)
Pt 0.5219 0.2163 0.7986  1.48
C 4.2207 2.3458 1.7312  0.00
C 3.1146 1.6141 2.1654  -0.01
N 2.5373 0.9989 1.1410  0.16
N 3.2588 1.2982 0.0332  -0.04
C 4.2688 2.1257 0.3735  0.01
B 2.8784 0.7093 -1.3421  -0.06
N 1.5315 1.4725 -1.8013  0.13
C 1.1858 2.1867 -2.9316  0.10
C -0.1038 2.6266 -2.7967  0.02
C -0.5148 2.1553 -1.5480  0.17
N 0.5374 1.4618 -0.9679  0.46
N 2.5165 -0.7799 -1.2271  -0.06
C 3.0399 -1.8096 -1.9240  0.00
C 2.4351 -2.9722 -1.5042  0.00
C 1.5198 -2.5705 -0.5301  -0.02
N 1.5807 -1.2531 -0.3762  0.27
N 3.9796 0.8911 -2.3389  0.00
C 5.3002 0.5925 -2.1784  0.00
C 5.8722 0.5266 -3.4189  0.00
C 4.8089 0.7823 -4.3072  0.00
N 3.6770 0.9852 -3.6647  0.01
H 4.8991 2.9341 2.3226  0.00
H 2.7225 1.4915 3.1631  0.00
H 4.9602 2.4918 -0.3659  0.00
H 1.9127 2.2922 -3.7200  -0.02
H -0.6581 3.2461 -3.4794  0.00
H -1.3663 2.4301 -0.9501  -0.02
H 3.8048 -1.6437 -2.6645  0.00
H 2.6288 -3.9720 -1.8487  0.00
H 0.8346 -3.1602 0.0567  0.00
H 5.7294 0.4251 -1.2043  0.00
H 6.9028 0.3312 -3.6562  0.00
H 4.8308 0.8306 -5.3842  0.00
N -6.5441 -1.9101 4.4772  0.32
C -5.4336 -1.8707 3.7585  0.15
C -5.3446 -2.6163 2.5413  0.18
C -4.1887 -2.5861 1.8196  -0.05
C -3.1040 -1.8173 2.2837  0.25
C -3.1703 -1.0781 3.4781  -0.05
C -4.3200 -1.0945 4.2105  0.18
S -1.5698 -1.8876 1.3800  0.03
O -0.5392 -1.6153 2.3597  0.05
O -1.5812 -3.1415 0.6946  0.02
N -1.5144 -0.5976 0.4146  0.13
C -2.1506 -0.6254 -0.8045  -0.01
N -3.2045 -1.4246 -0.9794  0.05
C -3.7388 -1.4861 -2.1921  -0.01
C -3.2662 -0.7457 -3.2634  0.02
C -2.2309 0.1221 -2.9835  -0.01
N -1.6857 0.1814 -1.7735  0.24
H -7.3407 -2.4615 4.1884  -0.01
H -6.6275 -1.4052 5.3490  -0.01
H -6.1914 -3.2097 2.2210  0.00
H -4.0771 -3.1551 0.9091  0.00
H -2.2987 -0.5326 3.8133  -0.01
H -4.3997 -0.5472 5.1412  0.00
H -4.5890 -2.1484 -2.3085  0.00
H -3.6998 -0.8138 -4.2489  0.00
H -1.8197 0.7877 -3.7332  0.01
C -0.0102 3.1487 2.7506  0.23
C -0.2502 1.6637 2.9077  0.40
O -0.6322 1.0823 3.8526  0.34
H -0.2010 3.6640 3.6917  0.02
H -0.6636 3.5258 1.9643  -0.01
H 1.0196 3.2943 2.4258  -0.01